Record 1
# C16H26B3BeCaCl3F9N4O9S2

A structure of composition C16H26B3BeCaCl3F9N4O9S2 at a distorted geometry (the ωB97M-V functional and the def2-TZVPD basis, OMol25).

```
! RIJCOSX wB97M-V def2-TZVPD def2/J DEFGRID3
* xyz -1 1
C 3.186 -4.526 1.929
C 2.124 -3.946 1.721
C 0.839 -3.143 1.291
C -0.460 -4.055 1.248
C -1.837 -3.278 1.406
N -2.263 -2.535 0.169
C -1.523 -1.303 -0.190
C -2.168 -0.074 0.580
C -1.481 0.034 1.995
C -1.074 0.136 3.143
B -1.780 1.338 -0.115
O -1.688 1.454 -1.521
O -1.500 2.488 0.688
N -3.588 -0.545 0.569
C -3.594 -1.987 0.437
N -4.724 -2.671 0.517
S -6.187 -1.786 0.863
H 4.270 -4.876 1.755
H 1.044 -2.799 0.221
H 0.706 -2.193 1.889
H -0.405 -4.773 2.131
H -0.429 -4.696 0.318
H -1.847 -2.645 2.350
H -2.628 -4.082 1.583
H -0.407 -1.328 -0.323
H -1.864 -1.099 -1.266
H -0.587 0.497 4.088
H -0.737 1.513 -1.768
H -0.549 2.710 0.614
H -4.028 -0.027 -0.208
H -4.684 -3.686 0.391
H -6.292 -0.995 -0.282
C -2.641 5.967 -0.216
O -1.654 5.053 0.228
H -2.221 6.973 -0.196
H -2.939 5.719 -1.240
H -3.509 5.926 0.447
H -2.046 4.165 0.202
C 4.368 -0.839 3.494
C 2.983 -0.676 3.056
N 1.872 -0.563 2.692
H 4.473 -1.788 4.021
H 5.036 -0.835 2.624
H 4.646 -0.027 4.165
B -0.448 8.871 1.017
F 0.092 9.993 1.685
F -0.177 7.703 1.738
F -1.847 9.035 0.858
F 0.165 8.770 -0.307
F 3.206 -1.610 5.537
Be 2.215 0.971 1.152
C 7.889 -3.347 3.544
C 6.801 -3.193 2.479
O 6.155 -4.233 2.208
O 6.684 -2.038 2.003
H 7.938 -4.372 3.915
H 8.862 -3.085 3.120
H 7.680 -2.683 4.386
Ca -0.095 9.952 -1.964
C 3.270 0.664 -2.674
Cl 2.157 1.297 -3.888
Cl 2.368 0.077 -1.256
Cl 4.265 -0.626 -3.348
H 3.924 1.470 -2.352
B -3.017 0.279 -4.226
F -1.648 0.000 -3.917
F -3.195 1.686 -4.370
F -3.374 -0.372 -5.436
F -3.854 -0.201 -3.157
O -2.178 -2.112 -8.285
S -3.628 -2.244 -8.455
O -3.925 -3.183 -9.543
O -4.198 -0.933 -8.783
O -4.217 -2.751 -7.211
*
```

E_LUMO: -0.1302 hartree
Maximum force: 4.118 eV Å⁻¹
Electronic energy: -145960.6752 eV

=====

Record 2
# C16H26BBr2CaO

A structure of composition C16H26BBr2CaO at a distorted geometry (the ωB97M-V functional and the def2-TZVPD basis, OMol25).

```
! RIJCOSX wB97M-V def2-TZVPD def2/J DEFGRID3
* xyz 1 1
C 1.628 -4.848 0.663
C 2.083 -3.281 0.490
C 3.575 -2.670 0.898
C 3.947 -1.049 0.733
C 2.837 0.046 0.138
C 3.322 1.608 0.070
C 2.657 2.501 -1.132
C 3.210 2.328 1.575
C 1.369 -0.553 -0.273
O 0.308 0.335 -0.770
C 0.103 0.002 -2.212
B -1.473 -0.340 -2.587
Br -1.754 0.422 -4.461
Br -1.834 -2.329 -2.773
C -2.570 0.431 -1.611
C -2.823 -0.307 -0.166
C -3.923 0.496 0.797
C -3.652 2.138 0.787
C -3.754 0.046 2.397
C 0.990 -2.169 -0.106
H 2.104 -5.587 -0.111
H 1.795 -5.217 1.786
H 0.445 -4.888 0.511
H 4.384 -3.440 1.320
H 5.016 -0.679 1.068
H 4.496 1.581 -0.151
H 3.127 3.595 -1.062
H 2.813 2.060 -2.210
H 1.504 2.653 -0.861
H 3.423 1.521 2.429
H 2.124 2.727 1.777
H 4.014 3.208 1.630
H 0.837 -0.860 -2.583
H 0.412 0.970 -2.824
H -3.608 0.374 -2.198
H -2.183 1.553 -1.514
H -1.848 -0.401 0.507
H -3.202 -1.430 -0.311
H -4.977 0.220 0.365
H -3.893 2.531 -0.313
H -2.492 2.350 0.948
H -4.310 2.725 1.555
H -4.375 0.834 3.029
H -4.085 -1.063 2.590
H -2.620 0.213 2.701
H -0.073 -2.620 -0.396
Ca -3.077 4.263 -0.141
*
```

E_LUMO: -0.2756 hartree
Maximum force: 4.701 eV Å⁻¹
Electronic energy: -178240.5648 eV

=====

Record 3
# C16H26F3N3OSe2Tc

A structure of composition C16H26F3N3OSe2Tc at a distorted geometry (the ωB97M-V functional and the def2-TZVPD basis, OMol25).

```
! RIJCOSX wB97M-V def2-TZVPD def2/J DEFGRID3
* xyz 4 4
Tc 0.017 0.151 1.208
C 3.457 0.269 2.279
Se 1.798 1.262 2.550
C 1.387 0.744 4.406
C 0.780 -0.634 4.511
Se -0.821 -0.700 3.371
C -1.289 -2.595 3.434
H 4.178 0.731 2.954
H 3.767 0.427 1.249
H 3.319 -0.784 2.509
H 0.736 1.528 4.791
H 2.340 0.802 4.936
H 0.431 -0.835 5.526
H 1.452 -1.432 4.199
H -1.905 -2.701 4.327
H -0.391 -3.200 3.520
H -1.870 -2.838 2.547
C -3.900 1.461 1.589
N -3.360 2.582 0.829
C -4.335 3.591 0.366
C -3.800 4.354 -0.820
C -2.426 4.879 -0.485
N -1.556 3.793 0.018
C -0.119 4.009 -0.117
C -2.035 2.670 0.584
O -1.245 1.705 0.918
H -4.136 0.645 0.897
H -4.823 1.786 2.066
H -3.184 1.130 2.335
H -4.543 4.238 1.230
H -5.257 3.051 0.141
H -4.464 5.188 -1.047
H -3.766 3.717 -1.707
H -2.443 5.650 0.297
H -1.917 5.308 -1.349
H 0.209 3.621 -1.088
H 0.419 3.521 0.690
H 0.068 5.081 -0.098
F 2.759 -5.183 -2.121
C 3.434 -4.055 -1.963
F 3.694 -3.514 -3.143
F 4.570 -4.298 -1.318
C 2.607 -3.090 -1.104
C 2.039 -3.550 0.081
C 1.322 -2.676 0.865
N 1.162 -1.381 0.512
C 1.714 -0.943 -0.646
C 2.438 -1.760 -1.481
H 2.148 -4.585 0.384
H 0.859 -2.996 1.785
H 1.564 0.111 -0.901
H 2.861 -1.379 -2.402
*
```

E_LUMO (alpha / beta): -0.6078 / -0.6204 hartree
Maximum force: 4.346 eV Å⁻¹
Electronic energy: -164530.3976 eV

=====

Record 4
# C16H26GaN2O

A structure of composition C16H26GaN2O at a distorted geometry (the ωB97M-V functional and the def2-TZVPD basis, OMol25).

```
! RIJCOSX wB97M-V def2-TZVPD def2/J DEFGRID3
* xyz 1 1
C -2.350 0.290 -2.141
C -2.862 1.522 -3.139
C -3.541 2.781 -2.336
C -5.105 2.914 -2.860
O -5.971 2.379 -1.796
Ga -7.239 1.126 -2.452
H -1.647 -0.389 -2.784
H -1.879 0.700 -1.152
H -3.299 -0.345 -1.852
H -3.604 1.011 -3.903
H -1.974 1.956 -3.775
H -3.460 2.559 -1.168
H -2.911 3.775 -2.509
H -5.315 2.367 -3.877
H -5.343 4.059 -3.003
H -7.518 1.236 -4.042
H -6.831 -0.413 -2.120
H -8.660 1.434 -1.730
C -0.070 2.984 1.023
N 0.747 1.767 1.196
C 1.276 1.166 0.105
C 2.088 0.037 0.239
C 2.372 -0.483 1.505
C 1.786 0.154 2.607
C 0.977 1.275 2.432
C 3.270 -1.637 1.695
C 4.418 -1.524 2.488
C 5.240 -2.628 2.709
N 4.939 -3.826 2.163
C 3.853 -3.968 1.370
C 3.007 -2.885 1.121
C 5.787 -5.001 2.441
H -0.898 2.743 0.351
H 0.575 3.756 0.594
H -0.457 3.314 1.990
H 1.052 1.603 -0.865
H 2.513 -0.411 -0.659
H 1.952 -0.217 3.617
H 0.519 1.785 3.276
H 4.688 -0.573 2.945
H 6.132 -2.560 3.327
H 3.664 -4.954 0.953
H 2.129 -3.039 0.495
H 6.136 -5.401 1.486
H 5.173 -5.731 2.976
H 6.641 -4.708 3.058
*
```

E_LUMO: -0.2290 hartree
Maximum force: 2.768 eV Å⁻¹
Electronic energy: -74403.5677 eV

=====

Record 5
# C16H26N4O2S

The molecule C16H26N4O2S at a distorted geometry (the ωB97M-V functional and the def2-TZVPD basis, OMol25).

```
! RIJCOSX wB97M-V def2-TZVPD def2/J DEFGRID3
* xyz 0 1
C -4.818 4.256 -4.570
C -4.261 3.734 -3.253
C -3.186 2.667 -3.486
C -2.650 2.159 -2.201
N -2.811 0.962 -1.768
N -2.266 0.727 -0.579
C -1.673 1.761 -0.083
N -1.035 1.762 1.123
C -0.295 2.824 1.558
O -0.225 3.862 0.936
C 0.440 2.565 2.857
C 1.676 1.691 2.611
C 1.299 0.244 2.317
O 0.198 -0.213 2.578
N 2.278 -0.489 1.768
C 2.082 -1.866 1.336
C 1.816 -1.882 -0.172
C 1.634 -3.284 -0.759
C 0.918 -4.256 0.178
C 1.733 -4.714 1.409
C 3.170 -4.196 1.468
C 3.283 -2.698 1.783
S -1.735 3.186 -1.097
H -4.028 4.706 -5.168
H -5.264 3.446 -5.144
H -5.582 5.008 -4.388
H -3.828 4.559 -2.684
H -5.068 3.302 -2.658
H -2.372 3.099 -4.073
H -3.607 1.823 -4.034
H -1.012 0.885 1.646
H -0.222 2.058 3.560
H 0.746 3.527 3.269
H 2.265 2.098 1.787
H 2.302 1.695 3.508
H 3.155 -0.054 1.527
H 1.183 -2.203 1.858
H 0.907 -1.300 -0.343
H 2.636 -1.376 -0.689
H 2.599 -3.697 -1.052
H 1.042 -3.193 -1.672
H -0.015 -3.793 0.504
H 0.647 -5.135 -0.409
H 1.221 -4.420 2.327
H 1.778 -5.805 1.412
H 3.700 -4.749 2.247
H 3.675 -4.424 0.530
H 3.380 -2.565 2.864
H 4.189 -2.298 1.321
*
```

E_LUMO: 0.0201 hartree
Maximum force: 1.709 eV Å⁻¹
Relative energy (zero: lowest compared OMol25 entry of this formula, charge and spin): 1.246 eV
Electronic energy: -37905.9064 eV

=====

Record 6
# C16H26N4O2S

The molecule C16H26N4O2S at a distorted geometry (the ωB97M-V functional and the def2-TZVPD basis, OMol25).

```
! RIJCOSX wB97M-V def2-TZVPD def2/J DEFGRID3
* xyz 0 1
C -1.483 -6.798 0.736
C -2.023 -5.706 -0.188
C -1.437 -4.385 0.143
N -0.697 -3.699 -0.649
N -0.266 -2.548 -0.141
C -0.686 -2.347 1.065
N -0.365 -1.225 1.778
C -0.885 -0.952 3.015
O -1.563 -1.750 3.616
C -0.520 0.429 3.522
C -1.483 1.473 2.932
C -1.576 1.375 1.411
O -2.584 1.026 0.840
N -0.415 1.648 0.766
C -0.299 1.642 -0.684
C -0.241 3.075 -1.226
C 0.908 3.965 -0.752
C 2.324 3.524 -1.132
C 2.488 3.097 -2.597
C 2.550 1.584 -2.818
C 1.270 0.786 -2.561
C 0.845 0.699 -1.089
S -1.689 -3.613 1.711
H -1.919 -7.758 0.474
H -1.728 -6.574 1.772
H -0.402 -6.870 0.642
H -3.110 -5.649 -0.087
H -1.779 -5.930 -1.227
H 0.148 -0.520 1.262
H -0.612 0.432 4.609
H 0.513 0.657 3.253
H -1.160 2.475 3.221
H -2.486 1.302 3.327
H 0.345 2.073 1.274
H -1.239 1.207 -1.044
H -0.238 3.029 -2.314
H -1.175 3.561 -0.933
H 0.859 4.089 0.333
H 0.735 4.954 -1.187
H 2.660 2.716 -0.482
H 2.984 4.373 -0.933
H 1.690 3.528 -3.202
H 3.427 3.509 -2.975
H 3.350 1.172 -2.197
H 2.836 1.416 -3.860
H 0.453 1.184 -3.163
H 1.455 -0.230 -2.916
H 1.715 0.876 -0.453
H 0.504 -0.322 -0.894
*
```

E_LUMO: 0.0161 hartree
Maximum force: 1.595 eV Å⁻¹
Relative energy (zero: lowest compared OMol25 entry of this formula, charge and spin): 1.471 eV
Electronic energy: -37905.6810 eV

=====

Record 7
# C16H26N5OSe2V

A structure of composition C16H26N5OSe2V at a distorted geometry (the ωB97M-V functional and the def2-TZVPD basis, OMol25).

```
! RIJCOSX wB97M-V def2-TZVPD def2/J DEFGRID3
* xyz 1 2
V 1.132 0.166 0.337
C 4.600 -0.963 0.599
Se 3.626 0.709 0.515
C 3.802 1.209 2.397
C 2.957 0.355 3.304
Se 1.089 0.556 2.781
C 0.440 -1.070 3.613
H 5.593 -0.757 0.986
H 4.669 -1.339 -0.417
H 4.067 -1.678 1.216
H 3.493 2.254 2.429
H 4.855 1.166 2.673
H 3.073 0.660 4.342
H 3.188 -0.706 3.222
H 0.869 -1.932 3.110
H -0.641 -1.074 3.514
H 0.709 -1.049 4.665
N 0.818 2.324 -0.250
C -0.147 2.402 -1.346
C -1.324 3.110 -1.213
C -2.241 3.102 -2.259
C -1.971 2.395 -3.425
C -0.778 1.692 -3.546
C 0.135 1.697 -2.501
H 0.521 2.898 0.534
H 1.706 2.701 -0.576
H -1.532 3.662 -0.304
H -3.164 3.660 -2.165
H -2.678 2.405 -4.244
H -0.554 1.143 -4.452
H 1.077 1.165 -2.597
C -3.959 -1.331 -1.193
N -3.003 -0.562 -0.385
C -3.496 0.256 0.727
C -1.702 -0.623 -0.594
C -1.186 -1.431 -1.740
O -0.933 0.014 0.185
H -4.922 -1.296 -0.695
H -3.656 -2.371 -1.278
H -4.066 -0.903 -2.189
H -4.581 0.227 0.714
H -3.158 1.284 0.615
H -3.134 -0.125 1.680
H -1.777 -1.255 -2.637
H -1.239 -2.500 -1.508
H -0.149 -1.184 -1.942
N 1.431 -1.754 0.339
C 1.297 -2.927 0.252
N 1.198 -4.162 0.190
C 0.235 -4.815 -0.467
N -0.589 -5.406 -1.016
*
```

E_LUMO (alpha / beta): -0.0920 / -0.0870 hartree
Maximum force: 1.114 eV Å⁻¹
Relative energy (zero: lowest compared OMol25 entry of this formula, charge and spin): 0.068 eV
Electronic energy: -182886.7699 eV

=====

Record 8
# C16H26NO3S

The ion C16H26NO3S with charge +1 at a distorted geometry (the ωB97M-V functional and the def2-TZVPD basis, OMol25).

```
! RIJCOSX wB97M-V def2-TZVPD def2/J DEFGRID3
* xyz 1 1
C -3.626 -1.256 1.728
C -2.484 -0.558 2.422
O -1.492 -0.216 1.423
C -0.505 0.551 1.929
C 0.521 0.903 0.897
S 2.211 0.158 1.820
C 1.855 -1.164 3.006
C 3.006 -0.867 0.570
O -0.471 0.929 3.095
H -4.389 -1.468 2.478
H -4.094 -0.632 0.960
H -3.314 -2.209 1.293
H -2.814 0.373 2.903
H -2.000 -1.218 3.159
H 0.401 0.276 0.019
H 1.144 -0.800 3.751
H 1.491 -2.055 2.486
H 2.816 -1.385 3.492
H 3.111 -0.320 -0.370
H 3.997 -1.105 0.974
H 2.417 -1.779 0.439
C 5.299 4.567 -3.506
O 4.683 3.271 -3.347
C 3.689 3.130 -2.431
C 3.035 1.881 -2.405
C 2.026 1.639 -1.484
C 1.703 2.591 -0.507
C 0.665 2.306 0.607
N -0.607 2.972 0.285
C -1.650 3.076 1.291
C -0.611 4.119 -0.584
C 2.376 3.820 -0.523
C 3.331 4.121 -1.489
H 6.083 4.393 -4.246
H 4.580 5.314 -3.880
H 5.738 4.931 -2.564
H 3.326 1.124 -3.130
H 1.490 0.692 -1.566
H 1.066 2.758 1.547
H -2.090 4.080 1.211
H -2.471 2.364 1.076
H -1.303 2.932 2.326
H -1.650 4.465 -0.653
H -0.024 4.969 -0.187
H -0.262 3.879 -1.595
H 2.105 4.579 0.214
H 3.795 5.108 -1.514
*
```

E_LUMO: -0.1305 hartree
Maximum force: 4.341 eV Å⁻¹
Relative energy (zero: lowest compared OMol25 entry of this formula, charge and spin): 1.660 eV
Electronic energy: -35473.4965 eV